1.
Entry from the OMol25 dataset: C25H37MoNOP2 as an isolated structure (the ωB97M-V functional and the def2-TZVPD basis).

Geometry as XYZ:
```
67
Properties=species:S:1:pos:R:3:mulliken_charge:R:1
Mo 0.428 0.146 -0.139 -1.2853
P 0.375 -0.644 -2.453 1.2713
P 0.533 1.785 1.825 1.5234
N 2.076 -0.445 0.140 -0.3755
H -1.823 1.642 -1.891 -1.0037
C 0.895 0.559 -3.714 -1.0009
H 0.783 0.129 -4.720 0.4139
H 1.947 0.830 -3.554 0.3319
H 0.283 1.467 -3.632 0.0861
C -1.168 -1.367 -3.096 -1.3472
H -0.980 -1.844 -4.069 0.5320
H -1.927 -0.582 -3.212 0.3216
H -1.555 -2.117 -2.396 0.3067
C 1.571 -2.021 -2.594 -1.2192
H 1.404 -2.556 -3.541 0.4981
H 1.444 -2.726 -1.763 0.2670
H 2.600 -1.639 -2.572 0.3133
C 1.014 3.530 1.655 -1.1867
H 0.978 4.025 2.636 0.4053
H 0.334 4.028 0.954 0.2815
H 2.033 3.578 1.252 0.3088
C -1.112 1.801 2.627 -1.1033
H -1.065 2.420 3.535 0.4409
H -1.420 0.781 2.893 0.2712
H -1.837 2.219 1.919 0.1305
C 1.627 1.181 3.162 -1.2771
H 1.589 1.890 4.003 0.4633
H 2.657 1.111 2.789 0.2791
H 1.309 0.190 3.508 0.2603
C 3.373 -0.910 0.317 -0.1699
C 5.757 -0.584 0.019 -0.6020
C 4.457 -0.137 -0.162 -0.2258
C 3.624 -2.145 0.959 0.0828
C 4.932 -2.567 1.154 -0.7080
C 6.005 -1.794 0.685 -0.3883
H 6.589 0.014 -0.359 0.3651
H 4.218 0.805 -0.666 0.4040
H 2.768 -2.740 1.289 0.4281
H 5.122 -3.509 1.672 0.3827
H 7.029 -2.134 0.836 0.3738
C -1.912 2.693 -1.369 1.8050
O -0.926 2.586 -0.426 -0.6374
C -1.609 3.809 -2.377 -1.5134
H -2.529 4.334 -2.661 0.4078
H -1.159 3.399 -3.286 0.3188
H -0.919 4.544 -1.950 0.2338
C -3.281 2.859 -0.716 -1.5104
H -3.271 3.748 -0.071 0.3024
H -3.549 1.999 -0.097 0.2808
H -4.062 2.998 -1.474 0.4453
C -4.835 -1.975 0.231 -0.6861
C -4.176 -0.968 -0.493 -0.8204
C -2.838 -0.688 -0.231 0.6126
C -2.104 -1.450 0.688 1.0884
C -0.677 -1.264 0.888 0.5676
C -0.007 -1.993 1.880 -0.3196
C -0.710 -2.926 2.670 -1.3076
C -2.060 -3.152 2.460 -0.8172
C -2.782 -2.451 1.464 0.8742
C -4.154 -2.693 1.207 -0.7810
H -5.885 -2.186 0.029 0.3871
H -4.709 -0.399 -1.259 0.4541
H -2.339 0.145 -0.749 -0.0451
H 1.056 -1.827 2.043 0.6508
H -0.172 -3.470 3.446 0.4227
H -2.597 -3.881 3.067 0.3575
H -4.660 -3.464 1.790 0.3793
```

Values from the calculation:
maximum force = 2.4 eV Å⁻¹
⟨S²⟩ = 2.044
2S+1 = 3
M = 525.5 g mol⁻¹
highest occupied orbital energy (alpha / beta) = -6.12 / -7.45 eV

2.
Entry from the OMol25 dataset: one molecule with the formula C4H4N2OS (the ωB97M-V functional and the def2-TZVPD basis).

Geometry as XYZ:
```
12
Properties=species:S:1:pos:R:3:mulliken_charge:R:1
C -1.962 -1.967 0.897 0.2362
C -1.334 -0.957 0.649 -0.6492
C -0.603 0.178 0.322 0.5574
N -1.122 1.322 0.686 -0.4928
N -0.290 2.415 0.343 -0.5697
C 0.735 -0.011 -0.286 0.1696
O 1.633 0.844 0.143 -0.4798
S 1.121 -1.304 -1.217 -0.2752
H -2.361 -2.977 1.144 0.3997
H -0.703 3.352 0.726 0.2658
H -0.211 2.475 -0.731 0.3112
H 1.139 1.651 0.499 0.5268
```

Values from the calculation:
maximum force = 3.5 eV Å⁻¹
ΔE to the lowest compared entry with this formula, charge and spin = 91.0 kcal/mol
SMILES string = C#C/C(=N/N)C(O)=S
M = 128.2 g mol⁻¹
highest occupied orbital energy = -8.90 eV

3.
Entry from the OMol25 dataset: C22H19I2N5O2PtS2 as an isolated structure (the ωB97M-V functional and the def2-TZVPD basis).

Geometry as XYZ:
```
53
Properties=species:S:1:pos:R:3:mulliken_charge:R:1
Pt 0.618 -0.117 -0.037 2.1546
I -6.403 1.588 2.123 0.1750
C -4.513 0.775 1.814 -0.5327
C -3.764 0.325 2.894 -0.2291
C -2.501 -0.212 2.695 -0.2739
I -1.389 -0.879 4.322 0.1122
C -1.968 -0.324 1.406 0.4241
O -0.769 -0.886 1.230 -0.8422
C -2.744 0.120 0.323 0.5695
C -2.209 -0.075 -1.061 -0.8861
N -0.894 0.628 -1.210 -0.4204
C -0.978 2.097 -0.931 -1.1091
C -0.768 2.347 0.527 0.9608
C -1.505 3.208 1.309 -1.0070
C -1.164 3.336 2.650 -0.3592
C -0.105 2.601 3.160 -0.8007
C 0.574 1.733 2.328 -0.2421
N 0.246 1.627 1.038 -0.1711
C -4.002 0.669 0.530 -0.7604
H -4.170 0.381 3.895 0.4178
H -2.889 0.351 -1.800 0.5058
H -2.050 -1.126 -1.291 0.2167
H -0.574 0.536 -2.173 0.4698
H -1.913 2.513 -1.303 0.4417
H -0.148 2.555 -1.474 0.4706
H -2.330 3.760 0.881 0.4990
H -1.732 3.993 3.294 0.4621
H 0.181 2.673 4.199 0.4623
H 1.374 1.097 2.678 0.6343
H -4.587 1.010 -0.316 0.4629
O 2.063 -0.645 1.255 -0.7148
N 3.342 -0.388 0.844 0.3740
C 4.293 -0.757 1.730 -0.1946
C 5.609 -0.516 1.456 -0.7675
C 5.942 0.113 0.255 -0.2113
C 4.953 0.466 -0.631 -0.8056
C 3.614 0.204 -0.331 0.8148
S 2.325 0.567 -1.438 -0.5186
H 3.917 -1.230 2.625 0.5088
H 6.362 -0.812 2.171 0.4384
H 6.977 0.322 0.019 0.4318
H 5.181 0.947 -1.571 0.4466
S 0.871 -2.364 -0.633 -0.5557
C 0.252 -2.613 -2.204 0.2251
N 0.154 -3.909 -2.613 -0.0185
C -0.217 -4.253 -3.864 0.0118
C -0.532 -3.269 -4.752 -0.9122
C -0.479 -1.958 -4.268 0.1377
N -0.106 -1.631 -3.039 -0.0968
H 0.384 -4.640 -1.948 0.2826
H -0.246 -5.311 -4.086 0.4476
H -0.819 -3.493 -5.767 0.4201
H -0.761 -1.133 -4.913 0.4512
```

Values from the calculation:
charge = +2
maximum force = 1.0 eV Å⁻¹
ΔE to the lowest compared entry with this formula, charge and spin = 0.0 kcal/mol
M = 898.4 g mol⁻¹
highest occupied orbital energy = -12.65 eV